30
Properties=species:S:1:pos:R:3 method="wB97M-V/def2-TZVPD" energy_ha=-715.8435 fmax_ev_per_a=4.07 mol_weight_g_mol=210.0 smiles="COC1=C(B(O)O)[C@@H]2O[C@@H](C)C[C@@H]2C=C1" homo_energy_ev=-7.971 relative_energy_kcal_mol=38.4
H -1.526 2.795 -0.031
H 1.417 0.705 -2.109
C 1.017 0.586 -1.108
C 1.594 -0.558 0.892
H 3.058 0.306 -0.517
H 0.197 -1.367 -1.670
H 0.761 0.089 1.488
O 1.070 -1.427 0.003
C -1.227 -0.618 -0.151
H -2.236 -3.735 -0.668
H 3.449 -1.412 0.931
C 0.215 -0.732 -0.882
B -2.149 -1.880 -0.153
O -2.780 0.673 1.072
H 2.149 1.582 0.521
H 2.663 -0.813 2.718
O -3.375 -1.752 0.384
H -3.889 2.211 -0.025
H -3.873 -2.492 0.255
O -1.695 -2.986 -0.788
C 0.199 1.810 -0.809
C -0.975 1.778 -0.146
H 2.213 -2.285 1.868
H 0.785 2.698 -1.136
C -3.491 1.899 0.994
H -2.901 2.607 1.453
H -4.413 1.928 1.603
C -1.677 0.554 0.330
C 2.143 0.575 -0.066
C 2.615 -1.272 1.722